[1]
Entry from the Open Molecules 2025 dataset: an isolated ion of composition C7H10N3O2 and charge -1 in a non-equilibrium geometry (the ωB97M-V functional and the def2-TZVPD basis).

```
22
Properties=species:S:1:pos:R:3:forces:R:3
C 0.23724 1.99577 -0.54412 2.222 0.077 0.698
C -0.94932 1.45535 -0.77760 -0.576 0.455 -0.729
C 1.26022 1.18042 0.14181 -2.755 -0.863 -1.590
C 0.56618 0.03702 1.01038 -0.653 -0.512 0.324
C -1.34862 0.05182 -0.31381 0.273 0.493 0.611
C 1.39431 -0.26972 -0.24434 -1.797 -0.994 1.963
C 2.67213 -1.03315 -0.20983 2.042 0.981 1.460
N -0.83335 -0.08741 0.98718 0.669 -0.636 -0.100
N -3.32594 -0.51673 0.93937 -0.254 -0.427 0.020
N -0.93558 -0.98693 -1.28860 1.662 0.236 0.964
O 0.59137 -0.81065 -1.30701 -0.264 -0.219 -1.050
O -2.75862 -0.13007 -0.33194 -0.997 0.190 -0.074
H 0.59434 3.03073 -0.75922 -1.084 -0.643 0.023
H -1.63664 2.15890 -1.20609 -0.941 -0.283 -0.305
H 1.83488 1.59979 0.86887 2.612 1.419 0.976
H 0.97634 -0.06066 2.06028 -0.069 -0.042 -1.434
H 3.05912 -1.17744 0.87649 -0.663 0.248 -1.676
H 3.53869 -0.56132 -0.78306 -1.131 -0.455 0.497
H 2.44584 -1.98157 -0.62908 0.114 -1.034 -0.297
H -3.75456 -1.47949 0.79977 1.311 1.309 0.120
H -2.43930 -0.51411 1.51562 -0.744 -0.534 -0.082
H -1.18874 -1.90053 -0.80506 1.022 1.233 -0.319
```
Forces are in eV/Å.

The calculation puts the energy relative to the best compared isomer or geometry (same formula, charge and spin) at 161.5 kcal per mole. The HOMO-LUMO gap comes out at 0.229 Eh. As for the LUMO energy: 3.94 eV. The total charge is -1. The calculated total energy comes out at -587.26995 Ha.

Here are the Mulliken charges for atoms 1 to 8, given in e: -0.33, -1.02, -0.71, -0.63, 0.90, 1.21, -1.53, -0.73


[2]
Entry from the Open Molecules 2025 dataset: an isolated ion of composition C7H10N5O2 and charge +1 in a non-equilibrium geometry (the ωB97M-V functional and the def2-TZVPD basis).

```
24
Properties=species:S:1:pos:R:3:forces:R:3
C -1.74465 -1.48177 -0.01420 -2.012 -0.132 0.370
C -3.06107 0.04146 1.22487 2.977 2.068 -2.477
C -1.77404 0.54016 0.81100 -1.020 -0.034 1.453
C -0.32409 2.13600 -0.00322 0.454 2.965 1.537
C 1.96897 -1.64770 -0.88633 -0.141 3.721 1.616
C 1.64935 -1.44174 0.60117 1.670 -2.918 0.541
C 0.31994 -0.17848 -0.37838 -0.280 3.908 -0.546
N -0.97658 -0.43090 0.13452 -2.758 0.964 0.704
N -2.99750 -1.10558 0.43723 1.509 -1.602 1.632
N -1.20119 1.86126 0.97964 0.911 -3.882 -3.024
N 0.26876 1.23940 -0.85244 -0.952 -0.961 -0.004
N 0.18271 3.39674 -0.07327 -0.664 -2.551 -0.486
O 0.74831 -0.92414 -1.40394 0.961 -1.932 -0.294
O 1.16499 -0.17514 0.69410 -0.046 1.041 -0.298
H -1.31772 -2.45632 -0.15183 -0.533 -0.298 -0.735
H 2.88666 -1.03997 -1.17273 -1.248 -0.836 0.154
H 2.07359 -2.65244 -1.10586 -0.391 -1.861 -1.187
H 0.95348 -2.20590 1.03768 0.320 0.465 -0.579
H 2.54314 -1.47928 1.16437 0.962 -0.243 0.784
H -3.72529 -1.72457 0.71253 -0.300 -1.243 -0.640
H -1.68222 2.44387 1.63082 0.139 0.850 0.230
H 0.23338 1.34069 -1.89398 -0.010 0.178 1.478
H -0.39599 4.12321 0.28904 0.206 0.922 -0.292
H 0.84294 3.40065 -0.83103 0.247 1.411 0.063
```
Forces are in eV/Å.

The calculation puts the energy relative to the best compared isomer or geometry (same formula, charge and spin) at 21.9 kcal per mole. The HOMO-LUMO gap comes out at 0.312 Eh. As for the LUMO energy: -3.12 eV. The total charge is +1. The calculated total energy comes out at -696.65070 Ha.

Here are the Mulliken charges for atoms 1 to 8, given in e: -0.13, -1.04, 0.27, 0.39, -0.43, -0.41, 0.61, 0.19


[3]
Entry from the Open Molecules 2025 dataset: C7H10N6O2 in the gas phase in a non-equilibrium geometry (the ωB97M-V functional and the def2-TZVPD basis).

```
25
Properties=species:S:1:pos:R:3:forces:R:3
C -1.95984 0.77917 -4.10354 -0.752 2.723 1.431
O -1.96703 0.28638 -2.73236 0.807 1.041 1.235
N -1.37188 1.25934 -1.82230 0.248 -0.850 -1.536
C -0.57062 1.06547 -0.71276 0.913 -0.560 0.346
N -0.52720 2.14116 0.01991 1.145 -1.320 0.532
C 0.25411 2.07519 1.19141 -1.772 0.944 -0.419
N 0.22791 3.02426 2.15032 1.063 -2.029 0.464
C 0.81378 2.30102 3.20565 -0.803 0.612 0.429
N 1.15454 1.02995 2.98004 0.287 0.376 0.302
C 0.82312 0.87943 1.66334 -0.693 -0.620 -1.829
C 0.74854 -0.25579 0.80677 0.466 1.694 0.566
N 1.25911 -1.38833 1.26238 0.289 -2.190 -0.121
O 1.31773 -2.55868 0.42226 0.078 0.710 1.507
C 1.16159 -3.73532 1.27083 -0.865 0.070 -1.164
N 0.22403 -0.15061 -0.47858 -1.294 3.051 1.575
H -2.95116 1.27005 -4.37374 1.030 -0.847 0.479
H -1.73709 -0.01700 -4.73635 0.212 -1.470 -0.944
H -1.19930 1.57171 -4.22220 -0.160 -0.498 0.146
H -1.82617 2.14893 -1.67087 -0.722 -0.156 -0.494
H 0.82305 2.73363 4.25415 0.305 -0.512 -1.586
H 1.85128 -1.36470 2.10567 -0.346 -0.112 -0.768
H 0.13346 -3.79170 1.70186 0.615 -0.198 -0.765
H 1.82030 -3.71701 2.09186 1.062 0.423 1.091
H 1.51692 -4.59411 0.65957 -0.856 0.598 0.208
H -0.01918 -0.99243 -0.93332 -0.258 -0.880 -0.685
```
Forces are in eV/Å.

The calculation puts the energy relative to the best compared isomer or geometry (same formula, charge and spin) at 103.2 kcal per mole. The HOMO-LUMO gap comes out at 0.294 Eh. As for the LUMO energy: 0.41 eV. The total charge is 0. The calculated total energy comes out at -751.58321 Ha. Its structure (SMILES) is CONc1nc2ncnc-2c(NOC)[nH]1.

Here are the Mulliken charges for atoms 1 to 8, given in e: -0.55, -0.27, -0.11, 0.13, -0.43, 0.20, -0.72, -0.18


[4]
Entry from the Open Molecules 2025 dataset: C7H10NOPS in the gas phase in a non-equilibrium geometry (the ωB97M-V functional and the def2-TZVPD basis).

```
21
Properties=species:S:1:pos:R:3:forces:R:3
C 5.01813 -0.52277 0.52762 -1.480 0.850 -1.337
C 3.96483 -0.18726 0.02267 0.938 -0.219 1.163
C 2.28563 0.29299 -1.62567 1.410 -0.393 1.051
C 2.64710 0.18229 -0.37483 -1.847 -0.181 0.863
C 1.53134 0.39273 0.79371 2.814 2.657 1.033
C -3.38757 0.44489 -0.12961 0.847 3.292 0.844
C -2.05580 -1.50502 -0.22191 1.034 -0.693 2.648
N -2.07553 -0.10406 0.10653 0.004 0.985 -1.158
O 0.26875 -0.02448 0.53168 -1.498 0.876 -1.768
P -0.81501 0.92699 -0.34668 0.887 0.406 2.491
S -0.94309 2.78761 0.46289 0.086 -1.642 -1.049
H 6.05511 -0.61123 0.65121 0.631 -0.353 0.481
H 1.46906 0.36100 -2.25784 -1.364 0.352 -0.992
H 1.73978 -0.10569 1.71883 1.076 -0.914 0.159
H 1.66783 1.51635 1.19926 -0.799 -1.936 -1.466
H -3.97973 0.12489 -0.91381 -0.539 -1.057 -2.208
H -3.90138 0.21628 0.71437 -1.995 -0.923 2.660
H -3.45430 1.57729 -0.09676 0.718 -1.254 -0.345
H -2.43117 -1.63133 -1.16279 -1.382 -0.880 -2.389
H -1.11364 -1.99063 -0.16264 1.547 0.427 -0.405
H -2.49032 -2.14086 0.56376 -1.088 0.600 -0.279
```
Forces are in eV/Å.

The calculation puts the energy relative to the best compared isomer or geometry (same formula, charge and spin) at 163.3 kcal per mole. The HOMO-LUMO gap (spin up / spin down) comes out at 0.248 / 0.296 Eh. As for the LUMO energy (spin up / spin down): -2.05 / -0.45 eV. The total charge is 0. The calculated total energy comes out at -1142.02843 Ha.

Here are the Mulliken charges for atoms 1 to 8, given in e: 0.02, -0.67, -0.78, 0.55, -0.58, -1.13, -0.98, 0.16


[5]
Entry from the Open Molecules 2025 dataset: C7H10NOPS in the gas phase in a non-equilibrium geometry (the ωB97M-V functional and the def2-TZVPD basis).

```
21
Properties=species:S:1:pos:R:3:forces:R:3
C -0.47738 3.11021 -3.22748 0.385 -0.088 -1.047
C 0.13089 2.72551 -2.27665 -0.666 0.693 -0.175
C 1.53826 1.48665 -0.69557 1.938 0.888 -2.668
C 0.42480 2.37334 -0.96328 0.384 -0.150 1.847
C -0.34070 2.75423 0.08110 -1.373 -1.940 0.974
C 0.55972 -2.56015 -0.00182 -0.399 1.328 -3.439
C -0.77011 -2.56723 2.03797 -2.983 -0.078 0.350
N -0.24665 -1.85397 0.96069 2.058 0.932 -1.261
O -1.33830 0.20794 1.84770 -1.397 1.000 2.084
P -0.62172 -0.28427 0.69066 0.088 -0.340 -2.266
S 1.76237 0.65073 0.62233 1.117 -0.907 1.511
H -0.80634 3.34251 -4.19607 -0.411 0.282 -0.478
H 2.33160 1.39266 -1.52324 -1.382 0.170 1.074
H -0.22556 2.13079 1.02839 0.211 1.711 -0.956
H -1.31149 3.27485 0.00042 0.935 0.055 -0.208
H 1.02646 -1.84498 -0.83425 -1.420 -0.964 1.717
H 1.48271 -3.01356 0.31884 -0.124 -0.693 0.859
H -0.15882 -3.20691 -0.57150 1.175 -0.182 0.424
H 0.02150 -3.14190 2.51209 -0.424 -0.057 0.630
H -1.38319 -1.78746 2.60619 1.355 -1.322 0.192
H -1.59806 -3.18900 1.58346 0.934 -0.337 0.836
```
Forces are in eV/Å.

The calculation puts the energy relative to the best compared isomer or geometry (same formula, charge and spin) at 108.6 kcal per mole. The HOMO-LUMO gap (spin up / spin down) comes out at 0.256 / 0.256 Eh. As for the LUMO energy (spin up / spin down): -1.28 / -1.27 eV. The total charge is 0. The calculated total energy comes out at -1142.11555 Ha.

Here are the Mulliken charges for atoms 1 to 8, given in e: -0.06, -0.87, -0.10, 0.78, -0.69, -0.86, -0.87, 0.30